[1]
The molecule C4H4ClOP at a distorted geometry. Source: OMol25; level of theory: ωB97M-V with the def2-TZVPD basis set.

The geometry in XYZ format:
```
11
Properties=species:S:1:pos:R:3:lowdin_charge:R:1
C 1.19 -0.10 -0.52 0.036
C 0.03 -0.47 -1.06 -0.168
C 1.05 0.67 1.43 -1.025
C -1.35 -0.39 -0.37 -0.262
O -1.45 0.54 0.68 -0.477
P -0.46 1.12 1.87 0.882
Cl 2.56 0.97 2.00 0.593
H 2.26 0.07 -0.74 0.060
H -0.26 -0.89 -1.96 0.072
H -2.07 -0.03 -1.20 0.143
H -1.50 -1.51 -0.15 0.144
```

## Properties
Energy relative to the best compared isomer or geometry (same formula, charge and spin)   339.7 kJ/mol
Molecular weight   134.50 u
Kohn-Sham gap   8.89 eV



[2]
A structure of composition C4H4CoO at a distorted geometry. Source: OMol25; level of theory: ωB97M-V with the def2-TZVPD basis set.

The geometry in XYZ format:
```
10
Properties=species:S:1:pos:R:3:lowdin_spin:R:1
O -2.12 -0.28 -0.87 0.231
C -0.89 -0.16 -0.90 0.039
C 0.02 -0.98 -0.12 0.005
C 1.07 -0.43 0.46 -0.001
C 1.87 0.33 1.16 0.001
H -0.44 0.74 -1.36 0.008
H -0.31 -1.99 0.15 0.001
H 2.89 0.52 0.83 0.000
Co -3.53 1.14 -1.17 3.715
H 1.42 1.13 1.81 0.000
```

## Properties
Spin multiplicity   5
Molecular weight   127.01 u
Kohn-Sham gap (spin up / spin down)   8.11 / 7.97 eV
Charge   +1



[3]
A structure of composition C4H4CuO6 at a distorted geometry. Source: OMol25; level of theory: ωB97M-V with the def2-TZVPD basis set.

The geometry in XYZ format:
```
15
Properties=species:S:1:pos:R:3:lowdin_spin:R:1
O -2.08 -0.44 -2.28 0.258
C -2.49 -1.64 -2.66 -0.009
O -1.54 -2.55 -2.56 0.224
O -3.66 -1.89 -2.96 0.064
Cu -0.39 -1.20 -1.97 0.435
O 1.99 0.81 0.32 0.004
C 1.15 -0.16 0.10 0.008
C 1.52 1.61 1.47 0.000
O 0.99 -0.65 -1.02 0.012
O 0.27 -0.32 1.05 0.003
C 0.44 0.70 2.07 0.000
H 2.36 1.77 2.15 0.000
H 1.20 2.58 1.08 0.000
H -0.52 1.20 2.23 0.000
H 0.75 0.20 2.99 0.000
```

## Properties
Energy relative to the best compared isomer or geometry (same formula, charge and spin)   0.0 kJ/mol
Spin multiplicity   2
Molecular weight   211.62 u
Kohn-Sham gap (spin up / spin down)   8.34 / 7.44 eV



[4]
The molecule C4H4F2 at a distorted geometry. Source: OMol25; level of theory: ωB97M-V with the def2-TZVPD basis set.

The geometry in XYZ format:
```
10
Properties=species:S:1:pos:R:3:lowdin_charge:R:1
C 0.32 -1.43 1.19 -0.039
C 0.13 -0.73 0.09 -0.240
C -0.13 0.74 0.16 -0.036
C -0.04 1.36 -1.09 -0.481
F -0.57 2.44 -1.36 0.215
F 0.25 0.66 -2.16 0.126
H 0.32 -0.73 2.06 0.077
H 0.16 -2.54 1.05 0.077
H -0.22 -1.33 -0.89 0.149
H -0.23 1.58 0.97 0.152
```

## Properties
Energy relative to the best compared isomer or geometry (same formula, charge and spin)   151.8 kJ/mol
Structure (SMILES)   C=CC=C(F)F
Molecular weight   90.07 u
Kohn-Sham gap   9.57 eV